C55H55AsCsF5O3P2S5 | ωB97M-V/def2-TZVPD

Output
- ΔE to the lowest compared entry with this formula, charge and spin (kcal per mole) = 10.3
- M (Da) = 1289.1
- max |F| (eV/Å) = 1.0
- orbital gap (Eh) = 0.23120
- E_LUMO (eV) = 3.48
- net charge = -2
- E_HOMO (eV) = -2.81

Geometry as XYZ:
```
127
Properties=species:S:1:pos:R:3:forces:R:3
Cs 0.0834 -1.3040 0.5322 -0.28 0.60 -0.79
C 2.2176 -1.5969 -3.2487 0.05 0.01 0.04
C 1.1760 -0.7962 -4.0228 -0.01 -0.01 0.04
S -0.0160 0.0551 -2.9576 0.04 0.06 -0.06
C 0.0393 1.7397 -3.6161 0.00 -0.03 0.05
C 1.3866 2.4580 -3.6467 -0.01 -0.01 0.00
S 2.2216 2.5541 -2.0379 -0.01 0.00 -0.02
C 3.8758 1.9858 -2.4898 -0.02 0.01 0.02
C 3.9941 0.5724 -3.0515 0.02 -0.08 -0.02
S 3.2314 -0.7161 -2.0282 -0.02 -0.04 -0.01
H 1.7126 -2.3794 -2.6798 0.00 -0.03 0.02
H 2.8732 -2.1116 -3.9557 -0.01 0.00 -0.01
H 1.6468 -0.0600 -4.6758 -0.02 -0.02 0.00
H 0.6323 -1.5016 -4.6512 -0.01 -0.04 -0.03
H -0.3830 1.7408 -4.6248 0.02 0.02 -0.01
H -0.6595 2.2839 -2.9818 -0.01 0.00 0.00
H 2.0631 1.9727 -4.3510 -0.01 0.01 0.00
H 1.2206 3.4716 -4.0205 -0.01 0.00 0.00
H 4.3308 2.6853 -3.1977 0.00 0.00 0.00
H 4.4406 2.0642 -1.5611 0.01 0.00 -0.01
H 3.5463 0.5087 -4.0434 0.02 0.02 0.00
H 5.0562 0.3420 -3.1701 0.00 0.01 -0.01
C 3.2723 0.8969 6.3785 0.00 -0.01 0.00
C 3.7593 1.9272 5.5873 0.00 0.00 0.00
C 3.6598 1.8556 4.2025 0.00 0.01 0.00
C 3.0676 0.7530 3.6006 -0.05 -0.05 -0.04
C 2.5494 -0.2648 4.3996 0.02 0.00 0.01
C 2.6633 -0.1988 5.7803 0.00 0.00 0.01
As 2.8620 0.5333 1.6565 0.23 0.14 0.12
C 4.2258 1.7927 1.0693 -0.04 -0.01 -0.02
C 4.0696 3.1623 0.9018 0.01 -0.01 0.00
C 5.1327 3.9158 0.4174 0.00 0.01 0.00
C 6.3355 3.3005 0.0883 0.00 0.00 0.01
C 6.4907 1.9306 0.2484 0.00 -0.01 0.00
C 5.4377 1.1672 0.7458 0.01 -0.02 0.01
C 5.4590 -0.2952 0.9557 0.02 0.02 -0.01
C 6.5216 -1.1446 0.6657 0.00 -0.01 0.00
C 6.3878 -2.5087 0.8799 -0.01 0.00 0.00
C 5.1963 -3.0302 1.3713 0.00 0.00 0.00
C 4.1277 -2.1890 1.6561 -0.03 0.00 0.00
C 4.2676 -0.8219 1.4621 -0.05 0.03 0.00
H 3.3514 0.9546 7.4578 0.00 0.00 0.00
H 4.2195 2.7945 6.0467 0.00 0.00 0.00
H 4.0438 2.6658 3.5952 0.00 0.00 0.00
H 2.0242 -1.1005 3.9480 0.00 0.00 0.00
H 2.2540 -0.9970 6.3880 0.00 0.00 0.00
H 3.1128 3.6146 1.1336 -0.02 0.00 0.02
H 5.0121 4.9836 0.2811 0.00 0.00 0.00
H 7.1560 3.8906 -0.3035 0.00 0.00 0.00
H 7.4299 1.4598 -0.0183 0.00 0.00 0.00
H 7.4476 -0.7508 0.2620 0.00 0.00 0.00
H 7.2119 -3.1725 0.6463 0.00 0.00 0.00
H 5.0901 -4.0985 1.5150 0.00 0.00 0.00
H 3.1870 -2.6075 2.0027 0.00 -0.01 0.00
O 0.8574 -3.4944 2.0916 0.16 -0.22 0.31
C 0.1288 -3.1070 3.0337 0.07 -0.17 0.10
O -0.1581 -1.9145 3.3044 0.00 -0.10 0.30
C -0.4828 -4.1837 3.9221 0.03 -0.03 -0.01
C -1.3051 -3.8428 4.9886 -0.03 0.00 0.02
C -1.8593 -4.8303 5.7920 0.00 0.00 0.00
C -1.5923 -6.1687 5.5333 0.00 0.00 -0.01
C -0.7683 -6.5140 4.4691 -0.01 0.01 0.03
C -0.2157 -5.5241 3.6691 0.03 0.00 0.02
H -1.5017 -2.7940 5.1715 0.01 0.00 0.00
H -2.5031 -4.5562 6.6196 0.00 0.00 0.00
H -2.0267 -6.9409 6.1576 0.00 0.00 0.00
H -0.5589 -7.5577 4.2635 0.00 0.00 0.00
H 0.4299 -5.7630 2.8336 -0.01 0.01 -0.01
C -2.5171 3.9284 2.9354 0.01 0.01 0.00
C -3.0982 2.6292 3.4900 0.00 -0.03 0.02
P -2.1739 1.1456 2.8741 -0.03 0.01 0.02
C -2.9855 -0.2368 3.8120 -0.01 -0.01 -0.01
C -3.6057 0.0295 5.1824 0.00 0.01 0.01
C -0.5505 1.3383 3.7155 0.02 -0.04 -0.07
C -0.4712 1.4699 5.2321 -0.01 0.01 -0.01
H -3.1014 4.7941 3.2575 0.00 0.00 0.00
H -2.4954 3.9203 1.8439 -0.01 0.00 0.00
H -1.4891 4.0765 3.2721 0.00 0.00 0.00
H -4.1378 2.5145 3.1667 0.00 0.00 0.00
H -3.1079 2.6563 4.5836 -0.01 0.01 -0.01
H -2.2061 -1.0028 3.8767 -0.01 0.02 -0.01
H -3.7502 -0.6482 3.1467 -0.01 0.00 0.00
H -2.8860 0.4493 5.8846 -0.01 0.00 0.00
H -3.9885 -0.8996 5.6148 -0.01 0.00 0.00
H -4.4434 0.7271 5.1149 0.00 0.00 0.00
H -0.0605 2.1777 3.2166 0.00 0.01 0.01
H 0.0120 0.4598 3.3896 0.04 -0.01 0.10
H -1.1422 2.2446 5.6147 0.00 0.00 0.00
H 0.5452 1.7357 5.5304 0.01 0.01 0.01
H -0.7182 0.5288 5.7282 0.01 0.00 -0.01
F -2.0910 6.3511 -1.4659 0.00 -0.01 0.00
C -1.3176 5.4885 -0.7631 0.01 0.02 0.01
C -1.4203 4.1212 -0.9481 0.01 -0.04 0.01
F -2.3170 3.6507 -1.8404 -0.01 0.02 0.00
C -0.6292 3.2352 -0.2426 -0.15 0.03 -0.13
F -0.8126 1.9199 -0.4897 0.10 0.05 0.13
C 0.3314 3.6471 0.7238 0.02 0.00 0.08
O 1.0455 2.8609 1.4093 0.04 -0.05 -0.04
C 0.3961 5.0646 0.8601 0.04 0.03 0.00
F 1.2812 5.5760 1.7492 -0.01 -0.01 -0.01
C -0.3910 5.9477 0.1575 -0.01 0.01 -0.01
F -0.2653 7.2771 0.3595 0.00 -0.02 -0.01
S -0.1521 -4.3772 -3.6918 0.03 0.08 -0.03
P -1.6621 -4.5843 -2.4196 -0.04 -0.03 0.06
S -2.2297 -3.1063 -1.2240 -0.07 -0.09 -0.15
C -1.3432 -6.0958 -1.4187 -0.02 0.01 0.02
C -0.9936 -7.2764 -2.0731 0.01 0.00 -0.01
C -0.7745 -8.4398 -1.3555 -0.01 -0.01 0.02
C -0.8960 -8.4343 0.0307 0.01 0.01 -0.02
C -1.2331 -7.2615 0.6871 -0.02 -0.03 0.02
C -1.4581 -6.0940 -0.0356 0.00 -0.01 0.01
C -3.1556 -5.1490 -3.3443 0.01 -0.01 -0.01
C -4.3549 -5.3299 -2.6575 0.00 0.01 0.01
C -5.4841 -5.7802 -3.3214 0.00 -0.01 -0.01
C -5.4315 -6.0469 -4.6855 -0.01 0.00 0.01
C -4.2441 -5.8601 -5.3755 0.00 0.00 0.01
C -3.1089 -5.4166 -4.7051 0.00 -0.01 -0.02
H -0.8794 -7.2673 -3.1509 0.00 0.00 0.01
H -0.5029 -9.3520 -1.8740 0.00 0.00 0.00
H -0.7211 -9.3429 0.5952 0.00 0.00 0.00
H -1.3246 -7.2463 1.7665 0.00 0.00 -0.04
H -1.7185 -5.1719 0.4708 0.01 -0.01 -0.01
H -4.3950 -5.0952 -1.6004 0.00 0.00 0.00
H -6.4110 -5.9172 -2.7770 0.00 0.00 0.00
H -6.3169 -6.3927 -5.2065 0.00 0.00 0.00
H -4.1983 -6.0582 -6.4402 0.00 0.00 0.00
H -2.1725 -5.2648 -5.2288 0.00 0.00 0.00
```
Forces are in eV/Å.